# 1
Molecular formula: C7H16O2
Method: DFT, ωB97M-V/def2-TZVPD

The geometry in XYZ format:
```
25
Properties=species:S:1:pos:R:3:forces:R:3
O -0.419 -0.464 -1.370 0.07 -0.18 0.07
C -1.328 -1.547 -1.206 -0.51 0.16 -0.12
C 0.922 -0.936 -1.444 0.31 0.38 -0.21
C -1.064 -2.314 0.082 -0.27 -0.05 0.27
C 1.334 -1.664 -0.172 0.31 0.11 0.21
C 0.377 -2.825 0.098 0.09 -0.28 0.16
H -2.341 -1.101 -1.216 0.50 -0.23 0.03
H -1.251 -2.228 -2.074 0.02 0.15 0.17
H 1.551 -0.045 -1.629 -0.30 -0.44 0.12
H 1.028 -1.610 -2.316 -0.06 0.13 0.18
H -1.231 -1.636 0.940 0.05 -0.28 -0.31
H -1.784 -3.150 0.169 0.29 0.36 -0.03
H 2.377 -2.021 -0.272 -0.43 0.17 0.05
H 1.304 -0.948 0.672 0.04 -0.28 -0.31
H 0.499 -3.585 -0.698 -0.02 0.21 0.31
H 0.611 -3.310 1.065 -0.10 0.18 -0.47
O -0.615 1.898 1.688 0.03 -0.14 -0.83
C 0.621 3.756 0.672 0.22 0.05 -0.02
C -0.614 3.303 1.429 -0.23 0.08 0.37
H -0.596 1.438 0.823 -0.02 0.27 0.64
H 1.532 3.481 1.231 -0.33 0.10 -0.24
H 0.608 4.851 0.539 0.03 -0.39 -0.01
H 0.662 3.281 -0.322 0.01 0.19 0.30
H -0.652 3.778 2.428 -0.01 -0.19 -0.50
H -1.531 3.596 0.882 0.30 -0.09 0.20
```
Forces are in eV/Å.

Results
E_tot   -426.771029 hartree
Total charge   0
Structure (SMILES)   C1CCOCC1.CCO
Energy relative to the best compared isomer or geometry (same formula, charge and spin)   28.1 kcal per mole

=====

# 2
Molecular formula: C7H16O2Si
Method: DFT, ωB97M-V/def2-TZVPD

The geometry in XYZ format:
```
26
Properties=species:S:1:pos:R:3:forces:R:3
O 0.028 2.834 -1.674 -0.80 0.17 -1.35
O -1.453 2.901 -3.379 0.14 -1.07 -0.14
C -0.637 2.248 -2.518 1.00 0.33 2.38
C -0.607 0.720 -2.477 -0.65 -0.32 -2.54
C -0.726 0.074 -1.125 -0.40 0.51 0.17
C 1.833 -0.079 2.397 -0.31 -0.25 -1.41
C -1.225 -0.529 2.058 0.97 -0.07 1.26
C 0.702 -2.508 0.764 0.43 -0.41 3.04
C 0.518 0.239 -0.340 0.37 1.03 1.47
Si 0.477 -0.692 1.233 -0.59 -0.63 -0.22
H -1.392 3.857 -3.242 0.29 -0.13 0.28
H 0.361 0.361 -2.871 -0.31 0.50 -0.26
H -1.388 0.312 -3.143 0.29 0.28 0.08
H -1.550 0.607 -0.602 0.01 -1.17 -0.08
H -0.779 -1.034 -1.266 -1.05 0.85 -0.01
H 1.935 1.012 2.586 0.07 -0.95 -0.31
H 1.612 -0.626 3.272 -0.04 -0.32 1.53
H 2.697 -0.601 1.960 0.34 0.75 0.24
H -1.400 0.548 2.168 -0.24 -0.17 0.17
H -2.073 -1.000 1.608 -0.40 -0.13 -0.78
H -1.200 -1.003 3.076 0.18 0.63 -0.62
H 1.540 -2.840 0.182 0.61 0.19 -0.31
H -0.154 -3.051 0.425 -0.84 0.02 -0.40
H 0.851 -2.939 1.822 0.03 0.13 -1.33
H 1.352 -0.063 -0.939 0.84 -0.11 -0.26
H 0.680 1.254 0.024 0.05 0.33 -0.61
```
Forces are in eV/Å.

Results
E_tot   -716.307570 hartree
Total charge   0
Structure (SMILES)   C[Si](C)(C)CCCC(=O)O
Energy relative to the best compared isomer or geometry (same formula, charge and spin)   22.2 kcal per mole

=====

# 3
Molecular formula: C7H16O3S
Method: DFT, ωB97M-V/def2-TZVPD

The geometry in XYZ format:
```
27
Properties=species:S:1:pos:R:3:forces:R:3
C 1.891 -1.945 -0.914 -3.15 0.22 3.71
C 0.457 -0.216 1.489 0.14 -0.10 0.04
C 0.079 1.982 -0.553 -3.28 1.59 2.65
C 1.365 -0.508 -0.859 -1.64 -1.95 0.03
C 0.024 -0.468 0.019 2.55 1.78 -0.40
C -0.752 0.706 -0.601 -0.83 -0.14 0.47
C -2.123 0.796 0.116 -2.35 0.92 2.42
O -2.950 -1.566 -1.051 0.30 -0.11 -0.91
O -4.366 -0.374 0.624 -0.45 0.16 -0.34
O -3.156 1.516 -0.574 3.37 1.16 -1.05
S -3.071 -0.791 0.135 -0.22 -0.94 2.33
H 2.828 -2.063 -1.300 2.32 -0.37 -1.41
H 1.976 -2.188 0.231 -0.05 -0.23 -2.03
H 1.095 -2.590 -1.355 0.94 0.22 0.23
H 1.473 0.244 1.533 -0.67 -0.56 0.01
H -0.195 0.531 1.954 -0.03 -0.45 0.28
H 0.453 -1.173 2.059 0.03 0.84 -0.21
H 0.246 2.197 0.555 0.35 -0.05 -1.47
H -0.567 2.836 -0.901 0.73 -0.71 0.13
H 0.952 1.946 -1.116 1.48 -0.10 -0.78
H 1.083 -0.166 -1.833 0.05 0.14 -0.87
H 2.113 0.156 -0.491 0.40 0.54 0.52
H -0.561 -1.365 -0.050 0.08 -0.63 -0.32
H -0.934 0.481 -1.665 -0.36 -0.16 0.39
H -2.204 1.152 1.395 0.84 -1.09 -3.78
H -4.022 1.299 -0.275 -1.16 -0.52 0.95
H -2.696 -1.590 1.206 0.60 0.54 -0.59
```
Forces are in eV/Å.

Results
E_tot   -900.116543 hartree
Total charge   0
Structure (SMILES)   CC[C@@H](C)[C@H](C)[C@@H](O)[SH](=O)=O
Energy relative to the best compared isomer or geometry (same formula, charge and spin)   0.0 kcal per mole

=====

# 4
Molecular formula: C7H16OSSi
Method: DFT, ωB97M-V/def2-TZVPD

The geometry in XYZ format:
```
26
Properties=species:S:1:pos:R:3:forces:R:3
C 2.004 -0.652 -0.393 -1.15 2.25 0.16
C 2.012 -0.080 -1.822 -1.66 -1.05 0.59
C 2.731 -0.375 1.946 0.70 -2.52 -1.48
C -0.804 1.085 1.219 -0.65 -0.35 0.81
C -1.993 0.719 -1.744 -0.73 -0.94 -0.28
C -3.436 -0.726 0.305 0.93 0.59 0.26
C 2.666 0.121 0.444 0.98 -0.97 4.68
O 1.202 -1.628 0.190 3.89 0.21 -0.98
Si -1.629 -0.088 -0.036 -1.31 0.28 -1.22
S -0.421 -1.844 -0.353 -3.41 -0.44 -0.53
H 1.439 -0.721 -2.477 1.15 -1.23 -0.82
H 1.283 0.741 -2.029 1.19 0.48 1.06
H 3.099 0.087 -1.911 -0.95 0.23 -1.29
H 1.881 -0.124 2.564 -0.51 -0.03 -0.05
H 3.602 -0.063 2.525 0.15 0.27 -0.45
H 2.811 -1.574 1.861 -0.36 2.72 0.53
H -1.516 1.433 2.012 0.38 -0.73 -0.46
H -0.019 0.439 1.686 -0.40 1.02 -0.23
H -0.442 2.052 0.841 0.40 -0.64 -0.32
H -3.095 1.019 -1.624 1.76 0.31 -0.40
H -1.257 1.486 -2.021 -0.70 0.20 0.11
H -2.005 -0.023 -2.602 0.10 0.59 1.10
H -4.054 0.152 0.501 -0.10 0.38 -0.65
H -3.718 -1.232 -0.666 -0.01 0.21 1.52
H -3.587 -1.217 1.274 0.20 -0.91 -0.67
H 3.246 1.014 0.308 0.09 0.08 -1.00
```
Forces are in eV/Å.

Results
E_tot   -1039.042927 hartree
Total charge   0
2S+1   3

=====

# 5
Molecular formula: C7H16Si2
Method: DFT, ωB97M-V/def2-TZVPD

The geometry in XYZ format:
```
25
Properties=species:S:1:pos:R:3:forces:R:3
C 0.951 0.547 -0.091 -0.67 0.19 -0.50
C 2.042 1.206 -0.486 1.03 1.90 1.89
C -1.405 -0.898 0.001 0.44 2.25 3.31
C 1.314 -2.444 1.456 -0.23 1.89 2.83
C -0.070 -0.126 2.917 4.58 -1.55 1.21
C -1.568 2.241 -1.429 2.11 0.18 1.57
C -0.375 -0.126 -2.756 2.94 0.21 4.04
Si 0.508 -0.772 1.205 -3.34 0.14 -1.57
Si -0.815 0.557 -0.999 1.85 -1.35 -0.74
H 1.968 2.095 -1.173 0.14 -1.21 0.25
H 2.994 1.269 0.179 -1.32 -0.61 -1.47
H -1.334 -1.745 -0.582 -0.04 -1.92 -1.43
H -2.402 -0.863 0.515 1.08 -0.15 -0.16
H 2.335 -2.242 1.830 -0.28 -0.39 -0.18
H 0.700 -2.769 2.347 0.74 -0.07 -0.84
H 1.292 -3.180 0.730 0.02 -1.20 -1.60
H 0.239 -0.909 3.760 -0.90 1.50 -1.78
H 0.537 0.770 3.177 -0.62 -0.31 -0.12
H -1.075 0.070 2.934 -2.42 0.50 0.14
H -1.336 2.998 -0.655 -0.07 -0.31 -0.36
H -1.142 2.574 -2.360 0.50 0.10 -0.36
H -2.585 2.271 -1.584 -2.49 -0.25 -0.15
H 0.255 0.694 -2.978 0.59 0.82 -1.31
H 0.225 -1.033 -2.747 -0.25 -0.10 -0.01
H -1.255 -0.184 -3.212 -3.39 -0.24 -2.65
```
Forces are in eV/Å.

Results
E_tot   -855.231901 hartree
Total charge   0
Energy relative to the best compared isomer or geometry (same formula, charge and spin)   2.5 kcal per mole

=====

# 6
Molecular formula: C7H17BiO3
Method: DFT, ωB97M-V/def2-TZVPD

The geometry in XYZ format:
```
28
Properties=species:S:1:pos:R:3:forces:R:3
C 2.292 -1.708 -0.608 1.80 -1.42 -0.34
O 1.186 -0.853 -0.304 2.25 2.09 -0.61
C 1.249 0.431 -0.940 1.31 2.05 -1.06
C 0.212 1.320 -0.301 2.10 1.29 -0.03
O -0.999 0.561 -0.254 -0.42 0.40 -0.81
C -2.089 1.120 0.481 -1.77 0.95 1.22
C -3.160 0.056 0.527 -1.21 1.44 -0.36
O -2.537 -1.176 0.924 -2.64 1.77 0.94
C -3.462 -2.202 1.301 -1.40 -1.69 0.70
Bi -0.677 -1.389 0.210 0.82 -6.19 0.23
H 2.128 -2.659 -0.092 0.07 0.11 -0.07
H 2.349 -1.869 -1.693 -0.09 0.11 0.26
H 3.215 -1.242 -0.244 -0.29 -0.07 -0.01
H 1.071 0.301 -2.017 0.06 -0.08 0.20
H 2.280 0.884 -0.810 -0.83 -0.35 -0.02
H 0.068 2.231 -0.896 -0.09 -0.23 0.08
H 0.503 1.593 0.725 -0.20 -0.01 -0.15
H -2.466 2.020 -0.021 0.16 -0.20 0.01
H -1.744 1.379 1.493 0.05 0.04 -0.24
H -3.629 -0.090 -0.456 0.00 -0.05 0.24
H -3.928 0.331 1.262 0.15 -0.03 -0.16
H -2.881 -3.094 1.553 -0.12 0.08 0.01
H -4.031 -1.868 2.178 0.24 -0.05 -0.19
H -4.139 -2.415 0.464 0.20 0.12 0.15
C 4.724 2.050 -0.627 -0.11 -0.07 0.00
H 4.914 2.092 -1.699 -0.06 -0.01 0.34
H 5.176 1.249 -0.040 -0.11 0.28 -0.17
H 4.373 2.947 -0.116 0.13 -0.29 -0.16
```
Forces are in eV/Å.

Results
E_tot   -715.818814 hartree
Total charge   +3
2S+1   2
Energy relative to the best compared isomer or geometry (same formula, charge and spin)   0.0 kcal per mole

=====

total charge of number 1 (C7H16O2)? 0